Model 1:
{
  "formula": "C7H10O",
  "method": "ωB97M-V with the def2-TZVPD basis set",
  "homo_energy_ev": -9.11,
  "spin_multiplicity": 1,
  "homo_lumo_gap_ha": 0.3282,
  "elements": ["C", "C", "C", "C", "C", "C", "C", "H", "H", "H", "H", "H", "H", "H", "H", "H", "H", "O"],
  "xyz": [[1.520, -0.179, -1.260], [0.228, -0.853, -0.774], [-0.969, 0.064, -0.868], [-0.224, -0.026, 0.443], [-0.761, -0.854, 1.676], [0.470, 0.998, 1.060], [0.919, 1.983, 1.619], [1.465, 0.888, -0.813], [1.931, -0.150, -2.367], [2.382, -0.446, -0.649], [0.003, -1.975, -0.719], [-0.833, 0.965, -1.404], [-2.651, 0.008, -2.314], [-1.207, -0.084, 2.448], [0.119, -1.551, 2.079], [-1.836, -1.365, 1.373], [1.719, 2.938, 1.545], [-2.276, -0.361, -1.074]]
}

Model 2:
{
  "formula": "C7H10O",
  "method": "ωB97M-V with the def2-TZVPD basis set",
  "homo_energy_ev": -9.00,
  "smiles": "C=CC1(C=C)O[C@H]1C",
  "spin_multiplicity": 1,
  "homo_lumo_gap_ha": 0.3701,
  "elements": ["C", "C", "C", "C", "C", "C", "C", "O", "H", "H", "H", "H", "H", "H", "H", "H", "H", "H"],
  "xyz": [[1.440, 1.683, -0.326], [-2.840, 0.066, -0.325], [0.552, 1.179, 0.478], [-1.835, 0.298, 0.494], [0.292, -1.136, -0.076], [-0.394, 0.213, 0.064], [1.779, -1.413, 0.049], [-0.095, -0.368, -1.220], [2.106, 2.487, -0.015], [1.534, 1.234, -1.242], [-3.824, 0.045, 0.154], [-2.853, 0.064, -1.394], [0.431, 1.728, 1.379], [-2.084, 0.285, 1.527], [-0.456, -1.882, 0.377], [2.414, -0.497, -0.213], [1.829, -2.218, -0.736], [2.004, -1.766, 1.026]]
}

It comes down to model 2, which is 0.1424 hartree more stable than the next structure.